1.
Molecular formula: C19H39N3O6RhSSbSi3
Method: DFT, wB97M-V/def2-TZVPD

Geometry (Å):
1 Rh -0.23 -1.01 1.22
2 O -5.47 -2.47 4.66
3 C -4.12 -2.59 4.64
4 O -3.53 -3.00 5.60
5 C -3.48 -2.27 3.34
6 C -3.86 -2.76 2.11
7 N -2.96 -2.32 1.21
8 N -2.03 -1.57 1.79
9 C -2.31 -1.52 3.09
10 C -1.35 -0.74 3.96
11 O -1.67 -0.45 5.10
12 O -0.24 -0.45 3.37
13 H -5.76 -1.98 3.88
14 H -4.67 -3.41 1.83
15 H -2.77 -2.60 0.25
16 O 1.39 1.92 1.40
17 C 1.78 0.84 1.81
18 O 1.75 -0.30 1.21
19 C 2.37 0.80 3.23
20 N 2.46 -0.66 3.62
21 C 3.83 -0.94 4.10
22 C 4.67 0.05 3.30
23 C 3.81 1.32 3.34
24 H 1.66 1.29 3.88
25 H 2.25 -1.12 2.71
26 H 1.68 -0.89 4.24
27 H 4.08 -1.99 3.93
28 H 3.87 -0.73 5.17
29 H 4.77 -0.30 2.27
30 H 5.66 0.18 3.72
31 H 4.03 2.01 2.53
32 H 3.94 1.84 4.29
33 C -0.55 3.15 -2.70
34 Si 0.13 2.54 -1.05
35 C -1.03 3.17 0.26
36 C 1.92 3.08 -1.05
37 Sb -0.16 -0.04 -1.45
38 Si 1.74 -0.68 -3.08
39 C 1.52 0.20 -4.72
40 C 3.31 -0.11 -2.24
41 C 1.77 -2.52 -3.35
42 Si -2.43 -0.14 -2.67
43 C -2.40 0.47 -4.44
44 C -3.59 0.91 -1.64
45 C -3.01 -1.91 -2.73
46 H -0.58 4.25 -2.69
47 H -1.57 2.81 -2.89
48 H 0.08 2.85 -3.54
49 H -0.68 4.14 0.62
50 H -1.08 2.49 1.11
51 H -2.03 3.30 -0.16
52 H 2.02 4.02 -0.50
53 H 2.24 3.26 -2.07
54 H 2.58 2.35 -0.58
55 H 1.68 1.27 -4.64
56 H 0.54 0.03 -5.16
57 H 2.27 -0.20 -5.42
58 H 3.36 0.97 -2.22
59 H 4.19 -0.48 -2.77
60 H 3.34 -0.48 -1.22
61 H 0.87 -2.87 -3.86
62 H 1.85 -3.05 -2.41
63 H 2.63 -2.76 -3.98
64 H -2.22 1.53 -4.54
65 H -3.38 0.24 -4.86
66 H -1.66 -0.06 -5.05
67 H -3.45 1.97 -1.85
68 H -3.43 0.75 -0.57
69 H -4.63 0.65 -1.86
70 H -2.28 -2.56 -3.20
71 H -3.94 -1.96 -3.30
72 H -3.19 -2.31 -1.73
73 S -0.23 -2.45 -0.59

* orbital gap: 6.76 eV
* energy relative to the best compared isomer or geometry (same formula, charge and spin): 1.075 eV
* net charge: 0
* highest occupied orbital energy: -0.24461 hartree
* 2S+1: 1
* lowest unoccupied orbital energy: 0.101 eV



2.
Molecular formula: C3H10NO2S
Method: DFT, wB97M-V/def2-TZVPD

Geometry (Å):
1 C -0.59 0.54 0.79
2 O 0.18 0.05 1.77
3 C -0.03 0.07 -0.74
4 C -1.06 -0.92 -1.19
5 S -1.45 -0.89 -2.99
6 N 1.30 -0.47 -0.47
7 H -1.62 0.19 1.03
8 H -0.57 1.66 0.88
9 H 0.07 0.75 -1.56
10 H -2.03 -0.36 -0.91
11 H -1.10 -1.92 -0.72
12 H -2.57 -0.23 -3.03
13 H 1.33 -1.41 -0.82
14 H 1.61 -0.38 0.49
15 H 1.41 1.17 2.16
16 H 2.87 0.71 2.66
17 O 2.24 1.44 2.65

* orbital gap: 6.41 eV
* energy relative to the best compared isomer or geometry (same formula, charge and spin): 1.434 eV
* net charge: -1
* highest occupied orbital energy: -0.12273 hartree
* 2S+1: 1
* lowest unoccupied orbital energy: 3.067 eV



3.
Molecular formula: C5H6O
Method: DFT, wB97M-V/def2-TZVPD

Geometry (Å):
1 C 1.94 -0.31 0.48
2 C 1.01 0.63 -0.11
3 C 0.04 1.21 -0.57
4 C -1.20 0.63 0.13
5 C -1.72 -0.44 -0.81
6 O -1.72 -1.62 -0.55
7 H 2.02 -0.18 1.57
8 H 2.89 -0.10 0.00
9 H 1.63 -1.34 0.25
10 H -1.90 1.43 0.32
11 H -0.95 0.13 1.08
12 H -2.05 -0.03 -1.79

* orbital gap: 10.18 eV
* energy relative to the best compared isomer or geometry (same formula, charge and spin): 3.439 eV
* net charge: 0
* SMILES string: CC#CCC=O
* highest occupied orbital energy: -0.35236 hartree
* 2S+1: 1
* lowest unoccupied orbital energy: 0.592 eV



4.
Molecular formula: C35H61ClN4O2PS4Tl
Method: DFT, wB97M-V/def2-TZVPD

Geometry (Å):
1 Tl -0.16 -0.60 -0.04
2 C -2.48 -2.27 -0.81
3 C -3.03 -1.10 -0.24
4 C -2.81 -1.19 1.17
5 C -2.07 -2.38 1.39
6 C -1.88 -3.06 0.18
7 C -1.39 -4.48 0.08
8 C -2.51 -5.40 0.58
9 C -0.15 -4.69 0.95
10 C -1.05 -4.82 -1.38
11 C -3.38 -0.44 2.37
12 C -3.29 -1.30 3.65
13 C -4.89 -0.19 2.18
14 C -2.61 0.85 2.64
15 C -3.68 -0.07 -1.18
16 C -2.93 -0.06 -2.53
17 C -3.61 1.39 -0.71
18 C -5.14 -0.46 -1.46
19 H -2.56 -2.56 -1.84
20 H -1.77 -2.76 2.35
21 H -2.72 -5.19 1.62
22 H -2.23 -6.45 0.48
23 H -3.42 -5.23 0.01
24 H -0.37 -4.50 1.99
25 H 0.64 -4.01 0.64
26 H 0.22 -5.72 0.86
27 H -1.95 -4.75 -1.99
28 H -0.66 -5.83 -1.46
29 H -0.32 -4.12 -1.76
30 H -3.72 -2.28 3.49
31 H -3.83 -0.81 4.46
32 H -2.25 -1.41 3.97
33 H -5.40 -1.13 2.01
34 H -5.08 0.45 1.33
35 H -5.31 0.28 3.07
36 H -1.58 0.60 2.89
37 H -3.03 1.41 3.48
38 H -2.59 1.50 1.77
39 H -1.87 0.11 -2.38
40 H -3.31 0.74 -3.16
41 H -3.05 -1.00 -3.07
42 H -2.56 1.69 -0.66
43 H -4.07 1.58 0.24
44 H -4.10 2.02 -1.45
45 H -5.19 -1.47 -1.84
46 H -5.58 0.21 -2.20
47 H -5.75 -0.41 -0.56
48 S -0.31 2.77 -0.03
49 C -0.66 3.70 1.29
50 N -0.36 3.45 2.57
51 C -0.76 4.55 3.43
52 C -1.17 5.64 2.43
53 N -1.36 4.88 1.22
54 H 0.30 2.73 2.84
55 H 0.06 4.86 4.09
56 H -1.61 4.26 4.06
57 H -0.38 6.40 2.31
58 H -2.09 6.15 2.73
59 H -1.48 5.31 0.33
60 C 3.86 -5.65 -0.35
61 N 2.93 -4.77 -1.01
62 C 2.78 -3.43 -0.83
63 N 3.36 -2.84 0.24
64 S 1.93 -2.57 -1.96
65 H 3.47 -6.67 -0.38
66 H 4.00 -5.37 0.69
67 H 4.84 -5.65 -0.85
68 H 2.57 -5.08 -1.90
69 H 3.55 -3.37 1.07
70 H 3.02 -1.89 0.42
71 C 5.14 1.15 -5.51
72 C 3.80 0.48 -5.19
73 C 3.71 0.09 -3.72
74 O 2.77 1.33 -5.64
75 P 1.83 2.37 -4.83
76 S 1.19 3.59 -6.25
77 S 0.55 1.44 -3.64
78 O 3.03 3.13 -3.97
79 C 2.80 3.97 -2.86
80 C 1.49 4.74 -2.95
81 C 2.86 3.19 -1.55
82 H 5.97 0.52 -5.21
83 H 5.19 2.09 -4.97
84 H 5.20 1.36 -6.57
85 H 3.70 -0.43 -5.81
86 H 3.87 0.96 -3.10
87 H 4.47 -0.66 -3.49
88 H 2.73 -0.33 -3.50
89 H 3.65 4.69 -2.89
90 H 0.67 4.05 -2.78
91 H 1.38 5.18 -3.94
92 H 1.46 5.53 -2.20
93 H 2.05 2.46 -1.53
94 H 2.74 3.87 -0.71
95 H 3.81 2.67 -1.46
96 Cl 1.14 -1.49 4.82
97 C 1.59 0.15 4.40
98 C 1.62 1.07 5.41
99 C 2.01 2.38 5.14
100 C 2.36 2.72 3.83
101 C 2.33 1.79 2.83
102 C 1.96 0.42 3.05
103 C 1.93 -0.50 2.02
104 H 1.35 0.78 6.42
105 H 2.05 3.11 5.94
106 H 2.67 3.74 3.62
107 H 2.61 2.07 1.82
108 H 1.80 -1.54 2.25
109 H 2.46 -0.21 1.11

* orbital gap: 5.05 eV
* energy relative to the best compared isomer or geometry (same formula, charge and spin): 0.000 eV
* net charge: -2
* highest occupied orbital energy: -0.04694 hartree
* 2S+1: 1
* lowest unoccupied orbital energy: 3.771 eV



5.
Molecular formula: C7H9Br3O6
Method: DFT, wB97M-V/def2-TZVPD

Geometry (Å):
1 Br 7.18 -10.63 8.62
2 C 7.46 -8.90 7.66
3 Br 9.33 -8.98 6.77
4 Br 7.39 -7.19 8.66
5 H 6.64 -8.92 6.93
6 O 7.73 -7.98 14.94
7 C 8.28 -8.11 13.82
8 O 7.68 -8.69 12.79
9 C 8.51 -8.72 11.72
10 C 9.67 -7.78 12.14
11 O 9.37 -7.49 13.49
12 H 8.96 -9.68 11.49
13 H 8.08 -8.34 10.79
14 H 9.56 -6.89 11.53
15 H 10.64 -8.23 11.94
16 O 4.70 -6.12 5.58
17 C 5.78 -6.03 4.99
18 O 7.01 -6.33 5.49
19 C 8.03 -5.96 4.60
20 C 7.33 -5.66 3.32
21 O 5.98 -5.64 3.72
22 H 8.57 -5.12 5.03
23 H 8.66 -6.82 4.39
24 H 7.63 -6.29 2.48
25 H 7.64 -4.64 3.07

* orbital gap: 9.54 eV
* energy relative to the best compared isomer or geometry (same formula, charge and spin): 1.374 eV
* net charge: 0
* SMILES string: BrC(Br)Br.O=C1OCCO1.O=C1OCCO1
* highest occupied orbital energy: -0.38682 hartree
* 2S+1: 1
* lowest unoccupied orbital energy: -0.988 eV



6.
Molecular formula: C21H35N4O8PS
Method: DFT, wB97M-V/def2-TZVPD

Geometry (Å):
1 C 0.10 -0.06 5.62
2 C 0.69 1.06 5.16
3 C -0.14 1.96 4.25
4 O -1.33 1.82 4.25
5 O 0.49 2.91 3.48
6 C -0.47 3.62 2.70
7 C 0.19 4.71 1.80
8 C 0.97 4.07 0.61
9 C 0.07 3.80 -0.63
10 C 0.74 2.81 -1.67
11 C -0.23 1.65 -2.12
12 C -0.03 0.30 -1.32
13 C 0.48 0.61 0.11
14 C 0.43 -0.59 1.11
15 O 1.41 -0.27 2.14
16 N 0.91 -0.62 -2.06
17 C 2.36 -0.40 -1.93
18 N 3.14 -1.14 -2.96
19 C 0.46 -2.05 -1.88
20 C 0.61 -3.03 -3.10
21 C 1.78 -4.03 -2.82
22 O 1.73 -5.16 -3.22
23 C -0.99 -2.05 -1.30
24 C -1.37 -0.56 -1.46
25 C -2.47 0.04 -0.53
26 C -2.91 -0.94 0.61
27 N -3.32 -0.39 1.68
28 N -1.78 -0.26 -2.89
29 C -2.70 -0.97 -3.33
30 S -3.63 -2.15 -3.95
31 H -0.90 -0.37 5.27
32 H 0.56 -0.69 6.38
33 H 1.74 1.25 5.42
34 H -1.23 4.13 3.33
35 H -1.04 2.94 2.04
36 H 0.89 5.29 2.44
37 H -0.64 5.37 1.45
38 H 1.78 4.78 0.30
39 H 1.48 3.15 0.94
40 H -0.84 3.27 -0.25
41 H -0.29 4.71 -1.14
42 H 0.90 3.43 -2.58
43 H 1.74 2.47 -1.35
44 H -1.26 2.04 -1.95
45 H -0.03 1.51 -3.20
46 H -0.18 1.40 0.54
47 H 1.50 1.02 0.16
48 H 0.77 -1.56 0.68
49 H -0.54 -0.68 1.63
50 H 1.19 -0.84 2.88
51 H 0.77 -0.49 -3.08
52 H 2.66 0.66 -2.00
53 H 2.74 -0.77 -0.96
54 H 2.61 -1.18 -3.84
55 H 3.91 -0.52 -3.20
56 H 1.15 -2.47 -1.12
57 H 0.86 -2.41 -4.00
58 H -0.29 -3.62 -3.32
59 H 2.69 -3.68 -2.27
60 H -0.80 -2.38 -0.24
61 H -1.69 -2.83 -1.65
62 H -3.40 0.31 -1.06
63 H -2.16 0.97 0.00
64 H -2.90 -2.05 0.48
65 H -3.58 -1.15 2.33
66 O 0.55 -4.27 0.54
67 P -0.68 -5.16 0.93
68 O -1.67 -4.29 1.76
69 O -0.21 -6.38 1.76
70 O -1.39 -5.64 -0.36

* orbital gap: 1.69 eV
* net charge: -2
* highest occupied orbital energy: 0.06565 hartree
* 2S+1: 1
* lowest unoccupied orbital energy: 3.478 eV



7.
Molecular formula: C5H4N2O
Method: DFT, wB97M-V/def2-TZVPD

Geometry (Å):
1 H -0.21 2.67 0.31
2 N 0.78 2.14 0.17
3 C 0.69 0.88 -0.19
4 O 2.05 0.39 -0.25
5 N 1.86 -0.83 0.26
6 C 0.58 -1.24 0.04
7 C -0.22 -0.17 -0.15
8 C -1.63 0.16 0.04
9 C -2.99 -0.12 0.02
10 H 2.77 -1.52 -0.05
11 H 0.39 -2.37 0.05
12 H -4.08 0.01 -0.25

* orbital gap: 8.18 eV
* energy relative to the best compared isomer or geometry (same formula, charge and spin): 6.804 eV
* net charge: 0
* SMILES string: [H]/N=c1/o[nH]cc1C#C
* highest occupied orbital energy: -0.29877 hartree
* 2S+1: 1
* lowest unoccupied orbital energy: 0.055 eV



8.
Molecular formula: C6H8FIO4
Method: DFT, wB97M-V/def2-TZVPD

Geometry (Å):
1 C -2.17 -0.76 0.98
2 C -1.70 -0.68 -0.59
3 I -3.27 0.52 -1.62
4 C -0.30 0.13 -0.85
5 C 1.04 -0.57 -0.21
6 O 1.12 -0.83 1.24
7 C 1.03 0.55 1.80
8 O 0.18 0.83 2.79
9 O 1.99 1.36 1.04
10 C 2.19 0.64 -0.26
11 O 2.03 1.68 -1.33
12 F 3.53 -0.06 -0.20
13 H -2.50 0.32 1.34
14 H -1.41 -1.29 1.69
15 H -3.17 -1.41 1.01
16 H -1.74 -1.75 -1.12
17 H -0.14 0.17 -2.03
18 H -0.44 1.27 -0.53
19 H 1.30 -1.44 -0.96
20 H 2.42 1.33 -2.20

* orbital gap: 9.70 eV
* net charge: 0
* SMILES string: C[C@@H](I)C[C@@H]1OC(=O)O[C@@]1(O)F
* highest occupied orbital energy: -0.35502 hartree
* 2S+1: 1
* lowest unoccupied orbital energy: 0.035 eV



9.
Molecular formula: C2H6N2P
Method: DFT, wB97M-V/def2-TZVPD

Geometry (Å):
1 C -0.31 -1.11 0.58
2 C 0.80 0.53 -0.75
3 N -1.30 -0.23 0.48
4 N 0.80 -0.71 -0.07
5 P -1.00 1.13 -0.61
6 H -0.24 -2.14 0.91
7 H 1.96 1.38 0.14
8 H 1.14 0.66 -1.72
9 H -2.18 -0.25 0.98
10 H 1.57 -1.27 -0.38
11 H -1.23 2.00 0.45

* orbital gap: 8.78 eV
* energy relative to the best compared isomer or geometry (same formula, charge and spin): 2.635 eV
* net charge: +1
* highest occupied orbital energy: -0.49448 hartree
* 2S+1: 1
* lowest unoccupied orbital energy: -4.674 eV



10.
Molecular formula: C4H6O2
Method: DFT, wB97M-V/def2-TZVPD

Geometry (Å):
1 O 2.06 0.20 -0.91
2 C 0.91 0.32 -1.24
3 O 0.03 -0.85 -1.44
4 C -0.74 -0.54 -0.35
5 C -0.32 -0.76 1.04
6 C -0.10 0.66 0.61
7 H 0.43 1.15 -1.75
8 H -1.80 -0.37 -0.54
9 H 0.59 -1.33 1.15
10 H -1.09 -0.94 1.77
11 H -0.86 1.41 0.74
12 H 0.89 1.05 0.90

* orbital gap: 10.72 eV
* energy relative to the best compared isomer or geometry (same formula, charge and spin): 3.384 eV
* net charge: 0
* SMILES string: O=COC1CC1
* highest occupied orbital energy: -0.35779 hartree
* 2S+1: 1
* lowest unoccupied orbital energy: 0.983 eV